(1)
Entry from OMol25: a cluster of 2 separate species, C4H14N2O in total in a non-equilibrium geometry (ωB97M-V/def2-TZVPD).

Properties
Molar mass ... 106.2 g/mol
LUMO energy ... 0.69 eV
E_tot ... -345.4741 Eh
Total charge ... 0
F_max ... 3.488 eV/Å
SMILES ... CNCCCN.O

Last column: Löwdin charge in e.
CARTESIAN COORDINATES (ANGSTROEM)
C (-0.894, -2.220, 2.000)  -0.21
N (-0.548, -2.021, 0.639)  -0.13
C (-0.494, -0.454, 0.458)  -0.22
C (-0.212, 0.051, -0.934)  -0.22
C (1.242, -0.146, -1.297)  -0.27
N (2.162, 0.858, -0.646)  -0.03
H (-1.799, -1.637, 2.170)  0.06
H (-0.128, -1.870, 2.777)  0.10
H (-1.269, -3.235, 2.159)  0.07
H (0.465, -2.128, 0.612)  0.07
H (0.382, -0.199, 1.177)  0.13
H (-1.465, -0.261, 0.799)  0.07
H (-0.910, -0.490, -1.608)  0.12
H (-0.429, 1.225, -1.015)  0.13
H (1.590, -1.043, -0.878)  0.08
H (1.317, 0.092, -2.371)  0.11
H (3.032, 0.535, -0.242)  0.05
H (2.187, 1.757, -1.156)  0.07
O (-1.416, 3.349, -1.078)  -0.11
H (-0.640, 3.937, -0.761)  0.09
H (-2.172, 3.901, -0.807)  0.04


(2)
Entry from OMol25: an isolated molecule of C18H13ClF3N5O in a non-equilibrium geometry (ωB97M-V/def2-TZVPD).

Properties
Molar mass ... 407.8 g/mol
LUMO energy ... -0.14 eV
E_tot ... -1802.4915 Eh
Total charge ... 0
F_max ... 4.053 eV/Å
SMILES ... Cc1cc([C@H]2C[C@H]2C#N)n2c(=O)cc(Cn3nc(Cl)cc3C(F)(F)F)nc2c1

Last column: Löwdin charge in e.
CARTESIAN COORDINATES (ANGSTROEM)
C (-1.458, 1.139, 4.708)  -0.04
C (-1.109, 1.112, 3.260)  -0.26
C (-1.447, 2.155, 2.362)  0.01
C (-1.201, 2.093, 1.028)  -0.11
C (-1.433, 3.371, 0.293)  -0.18
C (-1.088, 4.753, 0.868)  -0.05
C (-0.222, 4.166, -0.204)  -0.22
C (1.127, 3.792, 0.205)  -0.16
N (2.202, 3.539, 0.634)  0.15
N (-0.540, 0.957, 0.444)  0.16
C (-0.300, 0.733, -0.911)  -0.41
O (-0.846, 1.359, -1.796)  0.07
C (0.569, -0.395, -1.271)  0.08
C (0.953, -1.294, -0.326)  -0.26
C (1.639, -2.595, -0.614)  -0.05
N (1.644, -2.980, -2.042)  -0.09
N (2.630, -2.494, -2.828)  0.09
C (2.335, -2.906, -4.005)  -0.74
Cl (3.350, -2.399, -5.343)  0.64
C (1.134, -3.716, -4.030)  0.01
C (0.704, -3.795, -2.708)  -0.08
C (-0.404, -4.567, -2.062)  -0.55
F (-1.096, -5.226, -3.018)  0.15
F (0.135, -5.477, -1.212)  0.14
F (-1.180, -3.735, -1.352)  0.16
N (0.678, -1.043, 0.979)  0.14
C (-0.049, 0.004, 1.346)  -0.19
C (-0.337, 0.077, 2.791)  0.06
H (-1.129, 0.227, 5.219)  0.09
H (-2.523, 1.254, 4.757)  0.08
H (-0.960, 2.031, 5.173)  0.11
H (-1.869, 3.053, 2.795)  0.13
H (-2.310, 3.284, -0.365)  0.15
H (-0.683, 4.810, 1.905)  0.13
H (-1.804, 5.537, 0.575)  0.12
H (-0.326, 4.530, -1.184)  0.13
H (0.737, -0.508, -2.337)  0.12
H (2.651, -2.501, -0.243)  0.13
H (1.185, -3.400, -0.041)  0.12
H (0.676, -4.217, -4.870)  0.11
H (-0.037, -0.728, 3.419)  0.11


(3)
Entry from OMol25: an isolated molecule of C2H5PS2 in a non-equilibrium geometry (ωB97M-V/def2-TZVPD).

Properties
Molar mass ... 124.2 g/mol
LUMO energy ... -0.37 eV
E_tot ... -1216.8409 Eh
Total charge ... 0
F_max ... 3.342 eV/Å

Last column: Löwdin charge in e.
CARTESIAN COORDINATES (ANGSTROEM)
C (0.160, 0.764, 0.415)  -0.94
C (1.366, 0.181, -0.234)  -0.18
P (-1.528, -1.901, -0.400)  0.29
S (-1.455, -0.202, 0.568)  0.19
S (-1.162, 1.731, -0.356)  0.48
H (0.313, 1.068, 1.488)  0.07
H (2.103, 1.088, -0.416)  0.12
H (1.285, -0.365, -1.138)  0.04
H (1.916, -0.541, 0.464)  0.10
H (-2.998, -1.824, -0.390)  -0.18


(4)
Entry from OMol25: a structure of composition C29H26FFeN2O3PS in a non-equilibrium geometry (ωB97M-V/def2-TZVPD).

Properties
Molar mass ... 588.4 g/mol
LUMO energy (alpha / beta) ... 0.05 / 0.03 eV
E_tot ... -3559.0246 Eh
2S+1 ... 5
Total charge ... 0
F_max ... 2.367 eV/Å
<S²> ... 6.01

Last column: Löwdin charge in e.
CARTESIAN COORDINATES (ANGSTROEM)
Fe (0.882, -0.291, -0.875)  0.87
O (-1.347, -1.407, -3.878)  -0.31
S (-1.664, -0.279, -3.041)  0.49
O (-2.349, 0.807, -3.677)  -0.28
O (-0.436, 0.171, -2.298)  -0.43
C (-2.683, -0.931, -1.703)  -0.23
C (-3.034, -2.263, -1.908)  -0.07
C (-3.693, -2.999, -0.940)  -0.07
C (-4.030, -2.389, 0.255)  -0.08
C (-3.721, -1.056, 0.452)  -0.14
C (-3.024, -0.295, -0.498)  -0.34
P (-2.740, 1.402, 0.213)  1.14
C (-2.297, 2.647, -1.051)  -0.39
C (-1.019, 3.106, -1.344)  -0.11
C (-0.835, 4.063, -2.328)  -0.08
C (-1.923, 4.607, -2.991)  -0.08
C (-3.206, 4.204, -2.654)  -0.08
C (-3.390, 3.231, -1.689)  -0.11
C (-1.131, 1.048, 1.039)  -0.36
C (-0.591, -0.241, 1.212)  -0.14
C (0.551, -0.427, 1.995)  -0.09
C (1.155, 0.654, 2.622)  -0.10
C (0.616, 1.923, 2.474)  -0.08
C (-0.515, 2.115, 1.699)  -0.11
H (-2.743, -2.709, -2.848)  0.11
H (-3.938, -4.038, -1.118)  0.11
H (-4.537, -2.946, 1.033)  0.11
H (-3.999, -0.575, 1.384)  0.09
H (-0.165, 2.701, -0.822)  0.06
H (0.168, 4.365, -2.607)  0.10
H (-1.772, 5.338, -3.775)  0.10
H (-4.061, 4.627, -3.166)  0.11
H (-4.390, 2.895, -1.440)  0.10
H (-1.121, -1.114, 0.851)  0.09
H (0.912, -1.435, 2.173)  0.11
H (2.028, 0.503, 3.243)  0.10
H (1.064, 2.769, 2.980)  0.11
H (-0.950, 3.105, 1.625)  0.11
C (5.177, 1.850, 2.166)  -0.01
N (4.130, 1.841, 1.166)  -0.12
C (3.575, 2.940, 0.560)  -0.05
C (2.664, 2.462, -0.332)  -0.12
N (2.657, 1.091, -0.285)  0.01
C (3.553, 0.756, 0.619)  -0.17
H (5.135, 2.778, 2.731)  0.09
H (6.160, 1.778, 1.700)  0.10
H (5.046, 1.010, 2.846)  0.09
H (3.867, 3.944, 0.812)  0.12
H (2.029, 3.012, -1.005)  0.10
H (3.795, -0.254, 0.908)  0.14
F (0.970, -5.641, 3.356)  0.03
C (1.047, -4.885, 2.233)  -0.30
C (2.288, -4.526, 1.744)  -0.03
C (2.362, -3.740, 0.607)  -0.06
C (1.207, -3.289, -0.060)  -0.35
C (1.267, -2.441, -1.225)  -0.15
C (-0.034, -3.708, 0.466)  -0.06
C (-0.118, -4.496, 1.598)  -0.02
H (3.176, -4.872, 2.257)  0.11
H (3.331, -3.482, 0.195)  0.10
H (0.417, -2.480, -1.905)  0.04
H (2.235, -2.332, -1.711)  0.04
H (-0.938, -3.388, -0.041)  0.10
H (-1.071, -4.816, 1.999)  0.12


(5)
Entry from OMol25: a cluster of 2 separate species, C4H10O2 in total in a non-equilibrium geometry (ωB97M-V/def2-TZVPD).

Properties
Molar mass ... 90.1 g/mol
LUMO energy ... 0.75 eV
E_tot ... -308.8100 Eh
Total charge ... 0
F_max ... 4.629 eV/Å
SMILES ... C=CO.CCO

Last column: Löwdin charge in e.
CARTESIAN COORDINATES (ANGSTROEM)
C (-0.428, -0.492, 2.780)  0.00
C (-1.169, -0.902, 1.728)  -0.24
O (-1.940, -0.034, 0.902)  -0.07
H (-0.123, -1.313, 3.398)  0.04
H (-0.160, 0.536, 3.070)  0.07
H (-1.319, -1.934, 1.457)  0.10
H (-1.251, 0.600, 0.618)  0.06
C (0.102, 0.294, -2.273)  -0.12
C (1.213, 0.300, -1.265)  -0.34
O (0.672, 0.797, -0.067)  -0.08
H (-0.662, -0.523, -2.199)  0.08
H (0.396, 0.227, -3.399)  0.09
H (-0.522, 1.301, -2.383)  0.11
H (1.612, -0.699, -1.221)  0.10
H (2.102, 0.915, -1.555)  0.12
H (1.478, 0.929, 0.409)  0.08


(6)
Entry from OMol25: a structure of composition C17H16GeMn (ωB97M-V/def2-TZVPD).

Properties
Molar mass ... 347.9 g/mol
LUMO energy (alpha / beta) ... -9.25 / -8.79 eV
E_tot ... -3884.6009 Eh
2S+1 ... 2
Total charge ... +2
F_max ... 0.431 eV/Å
<S²> ... 0.85

Last column: Löwdin charge in e.
CARTESIAN COORDINATES (ANGSTROEM)
Mn (0.524, 0.068, 0.056)  0.48
C (2.106, -0.656, 1.224)  -0.10
C (2.618, 0.107, 0.142)  -0.09
C (2.165, 1.444, 0.283)  -0.08
C (1.389, 1.511, 1.455)  -0.09
C (1.340, 0.221, 2.038)  -0.10
H (2.290, -1.702, 1.412)  0.14
H (3.235, -0.269, -0.661)  0.14
H (2.364, 2.259, -0.396)  0.14
H (0.887, 2.388, 1.826)  0.13
H (0.842, -0.037, 2.960)  0.14
Ge (-1.798, -0.009, 0.902)  1.24
C (-1.499, 1.470, -0.237)  -0.38
C (-1.375, 2.777, 0.273)  -0.09
C (-0.904, 3.786, -0.542)  -0.02
C (-0.519, 3.509, -1.856)  0.00
C (-0.657, 2.233, -2.382)  -0.02
C (-1.167, 1.210, -1.585)  -0.13
C (-1.047, -1.659, 0.280)  -0.36
C (-1.212, -2.715, 1.203)  -0.08
C (-0.735, -3.980, 0.921)  -0.01
C (-0.047, -4.215, -0.262)  0.01
C (0.182, -3.179, -1.161)  -0.01
C (-0.316, -1.911, -0.902)  -0.14
H (-2.419, -0.017, 2.281)  0.02
H (-1.665, 2.999, 1.294)  0.13
H (-0.833, 4.797, -0.163)  0.13
H (-0.144, 4.311, -2.480)  0.13
H (-0.421, 2.041, -3.421)  0.13
H (-1.457, 0.273, -2.039)  0.11
H (-1.750, -2.556, 2.130)  0.11
H (-0.902, -4.786, 1.624)  0.13
H (0.325, -5.206, -0.484)  0.14
H (0.743, -3.362, -2.067)  0.13
H (-0.142, -1.144, -1.664)  0.11


(7)
Entry from OMol25: a cluster of 2 separate species, C6H8Br3O3S in total in a non-equilibrium geometry (ωB97M-V/def2-TZVPD).

Properties
Molar mass ... 399.9 g/mol
LUMO energy ... 2.79 eV
E_tot ... -8579.4386 Eh
Total charge ... -1
F_max ... 4.372 eV/Å

Last column: Löwdin charge in e.
CARTESIAN COORDINATES (ANGSTROEM)
C (0.668, 1.020, -0.652)  -0.19
C (1.476, -0.200, -1.107)  -0.19
C (0.674, 1.257, 0.901)  -0.23
C (1.025, -1.431, -0.351)  -0.24
C (0.738, -0.048, 1.716)  -0.71
C (0.810, -1.238, 1.120)  -0.75
O (-2.260, 0.309, 0.777)  -0.43
O (-2.106, -0.933, -1.359)  -0.41
O (-2.486, 1.512, -1.367)  -0.40
S (-2.556, 0.255, -0.666)  0.02
Br (0.440, 0.311, 3.583)  0.67
Br (0.899, -2.726, 2.224)  0.73
Br (-4.680, -0.148, -0.502)  0.37
H (0.851, 2.045, -1.014)  0.11
H (-0.405, 0.838, -0.949)  0.06
H (1.345, -0.273, -2.189)  0.10
H (2.654, -0.276, -0.996)  0.14
H (1.500, 1.942, 0.886)  0.10
H (-0.247, 1.676, 1.183)  0.06
H (0.002, -1.703, -0.691)  0.11
H (1.659, -2.189, -0.547)  0.06


(8)
Entry from OMol25: a structure of composition C14H11Br2N2O5Pd (ωB97M-V/def2-TZVPD).

Properties
Molar mass ... 553.5 g/mol
LUMO energy (alpha / beta) ... -3.82 / -4.86 eV
E_tot ... -6301.4890 Eh
2S+1 ... 3
Total charge ... +1
F_max ... 0.642 eV/Å
<S²> ... 2.01

Last column: Löwdin charge in e.
CARTESIAN COORDINATES (ANGSTROEM)
Pd (0.633, 0.010, -0.495)  1.17
O (4.905, 0.380, -0.542)  0.17
C (3.701, -0.115, -0.321)  -0.48
O (2.804, 0.527, 0.188)  0.03
C (3.639, -1.576, -0.700)  -0.10
O (2.327, -2.094, -0.681)  -0.14
C (1.746, -2.411, -1.964)  -0.08
C (1.001, -1.150, -2.350)  -0.67
O (-0.267, -1.127, -2.228)  -0.02
O (1.711, -0.103, -2.483)  -0.02
H (4.924, 1.305, -0.240)  0.16
H (4.225, -2.107, 0.053)  0.16
H (4.126, -1.714, -1.663)  0.15
H (1.060, -3.233, -1.804)  0.14
H (2.513, -2.681, -2.688)  0.14
Br (-3.024, -0.674, 5.146)  0.86
C (-1.990, -0.533, 3.600)  -0.67
C (-0.802, -1.232, 3.494)  -0.07
C (-0.071, -1.083, 2.333)  -0.08
N (-0.478, -0.307, 1.328)  0.01
C (-1.634, 0.361, 1.426)  -0.18
C (-2.417, 0.278, 2.560)  -0.04
C (-1.994, 1.198, 0.245)  -0.18
C (-3.240, 1.765, 0.075)  -0.04
C (-3.472, 2.516, -1.067)  -0.66
Br (-5.151, 3.290, -1.334)  0.85
C (-2.473, 2.685, -2.005)  -0.07
C (-1.257, 2.074, -1.767)  -0.07
N (-1.028, 1.360, -0.667)  0.01
H (-0.448, -1.872, 4.289)  0.12
H (0.870, -1.598, 2.196)  0.13
H (-3.336, 0.838, 2.652)  0.11
H (-4.030, 1.619, 0.796)  0.11
H (-2.632, 3.261, -2.905)  0.12
H (-0.444, 2.142, -2.477)  0.13


Look up the total charge of the first one. 0


Which formula does entry 7 have? C6H8Br3O3S